(1)
# C18H31F4NO16

7 unconnected molecules or ions with the total composition C18H31F4NO16 at a distorted geometry (the ωB97M-V functional and the def2-TZVPD basis, OMol25).

## Properties
ΔE to the lowest compared entry with this formula, charge and spin ... 51.70 kcal per mole
Largest force on an atom ... 9.591 eV/A
HOMO energy ... -0.297 hartree
Orbital gap ... 7.900 eV

Last column: natural (NBO) charge in e.
Element x y z (Å)
N  -1.05312  0.36732  2.06441  -0.8530
H  -1.80939  0.29748  1.45887  0.4526
H  -0.53192  -0.55963  1.77592  0.4856
H  -1.24701  0.40676  3.04201  0.4301
H  -0.49072  1.07314  1.80984  0.4461
O  1.29673  0.51694  0.13871  -1.3317
H  0.46280  0.24727  -0.10068  0.3907
C  2.05951  -2.52856  -0.51086  -0.1454
C  3.38097  -2.11271  0.09074  0.4404
O  4.40141  -2.59841  -0.83531  -0.4786
C  3.94126  -3.02288  -1.93226  0.9960
O  4.44976  -3.48151  -2.86642  -0.5491
O  2.52367  -3.03752  -1.73705  -0.5697
F  3.67611  -2.55427  1.43720  -0.3567
H  1.35003  -1.75738  -0.65335  0.2400
H  1.81665  -3.45005  0.03901  0.1953
H  3.39665  -0.86145  0.18939  0.2102
C  3.09281  1.88460  2.64777  -0.1533
C  3.98707  2.01093  1.48593  0.4005
O  5.10937  1.33283  1.70310  -0.4462
C  5.14690  0.85422  2.92359  0.9646
O  5.99219  0.06092  3.29518  -0.5689
O  3.97186  1.14769  3.61006  -0.5111
F  4.20633  3.33758  1.23007  -0.3705
H  2.32543  0.94085  2.32990  0.2480
H  2.70679  2.86295  2.97836  0.2248
H  3.45208  1.92426  0.60969  0.2002
C  2.47942  1.73355  -3.03769  -0.1309
C  2.68546  0.27395  -3.25805  0.4310
O  4.13514  0.18356  -3.03902  -0.5105
C  4.47927  1.21817  -2.16645  0.9652
O  5.54430  1.27010  -1.63092  -0.5683
O  3.59898  2.13386  -2.15382  -0.4646
F  2.40911  -0.08038  -4.54098  -0.3420
H  1.46538  1.84346  -2.36849  0.2235
H  2.49571  2.39288  -3.80932  0.2088
H  2.04950  -0.45044  -2.71775  0.1820
C  -2.28078  -3.23865  -2.82824  -0.1734
C  -2.22609  -1.73639  -3.15750  0.4373
O  -1.48697  -1.31670  -1.95805  -0.4948
C  -1.63114  -2.22950  -1.00317  0.9808
O  -1.23558  -1.91665  0.15161  -0.6856
O  -1.92533  -3.34456  -1.40121  -0.4233
F  -3.34547  -1.23008  -3.40207  -0.2849
H  -1.67420  -3.95935  -3.42681  0.2445
H  -3.35765  -3.70295  -3.16609  0.2294
H  -1.53364  -1.40456  -3.93032  0.1756
C  -0.80664  3.33963  -0.19791  -0.2649
O  -2.10775  2.76860  0.11974  -0.5711
C  -2.69728  1.95868  -0.97085  -0.0934
C  -3.90625  1.34458  -0.35151  -0.0384
O  -3.71807  0.53613  0.57428  -0.5390
C  -4.78624  -0.21555  1.01537  -0.0834
C  -4.30793  -0.97053  2.32448  -0.0882
O  -3.85834  0.00119  3.29581  -0.5479
C  -4.29080  -0.33892  4.56788  -0.2880
H  -0.90647  3.89753  -1.05326  0.1615
H  0.02895  2.62580  -0.66607  0.2051
H  -0.45844  3.92593  0.54094  0.1888
H  -1.99936  1.17213  -1.42836  0.1896
H  -2.94730  2.62543  -1.81357  0.1884
H  -4.56429  0.84604  -1.21186  0.1229
H  -4.60399  2.04093  -0.05139  0.1659
H  -5.22769  -1.01853  0.33600  0.1920
H  -5.61854  0.51733  1.44073  0.1868
H  -3.49242  -1.75289  2.15311  0.1841
H  -5.04382  -1.56585  2.76670  0.1889
H  -5.27201  -0.33897  5.08907  0.1925
H  -3.72095  0.17556  5.34200  0.1940
H  -3.95405  -1.31493  4.79920  0.1634

Forces on the atoms, in the same order (eV/Å):
N 1.1 -5.8 0.7
H -2.7 0.5 -1.1
H -0.6 2.0 0.8
H -0.7 -0.2 0.7
H 3.1 3.5 -1.6
O 2.9 1.0 1.2
H -3.1 -1.1 -1.2
C 2.7 -2.9 0.6
C 1.3 4.6 1.8
O 1.8 2.1 4.5
C -5.0 -0.9 0.8
O 1.3 -0.5 -2.0
O -0.1 -0.3 -3.1
F -0.7 0.1 -2.9
H -0.6 0.8 0.4
H -1.1 0.6 0.3
H 0.3 -3.5 -0.4
C -1.1 -4.8 0.7
C -1.9 2.5 -0.8
O 1.4 0.0 -1.4
C 0.2 -3.4 2.6
O -1.6 2.2 -0.2
O 0.9 1.3 -0.8
F 1.6 2.4 0.9
H 1.3 3.3 0.8
H 0.0 -0.8 0.2
H -0.9 -2.6 -2.2
C -2.7 -0.4 5.9
C 1.5 -0.6 -0.7
O -1.9 -0.5 0.8
C 3.2 -2.1 -0.9
O -0.4 -0.3 0.1
O -3.5 1.5 -0.6
F 0.3 0.2 -0.8
H 2.5 0.0 -1.6
H -0.1 1.4 -2.7
H 0.9 0.6 0.7
C -2.3 -2.5 -2.0
C 6.3 -2.6 0.9
O -2.0 1.4 -1.4
C 4.4 6.1 5.9
O -1.7 -1.2 -2.5
O -2.8 -5.2 -3.2
F -4.4 2.2 0.2
H 0.4 1.1 0.7
H 2.1 1.4 1.8
H 0.1 -0.6 -0.3
C -0.1 -4.4 -3.2
O 1.1 -1.1 -1.0
C 1.7 0.6 0.4
C -3.0 2.6 -8.4
O 2.9 -6.3 5.8
C -1.7 -0.6 3.4
C 1.9 0.7 -1.3
O -1.2 0.1 -1.0
C 1.1 -0.4 3.1
H -0.7 2.2 -2.0
H -1.7 0.5 2.1
H 1.0 1.6 2.9
H -0.5 0.9 1.1
H -0.2 -0.1 0.3
H 1.4 0.6 0.7
H -1.4 2.7 0.7
H 0.7 1.4 0.2
H 1.3 -1.4 -1.3
H -0.5 1.3 -0.3
H -1.8 -0.6 0.4
H -0.6 0.7 -2.0
H 0.4 0.8 -0.5
H 0.3 -1.7 0.0

=====

(2)
# C32H25BClO7S

3 unconnected molecules or ions with the total composition C32H25BClO7S at a distorted geometry (the ωB97M-V functional and the def2-TZVPD basis, OMol25).

## Properties
Charge ... +1
Largest force on an atom ... 1.085 eV/A
HOMO energy ... -0.419 hartree
Orbital gap ... 7.546 eV

Last column: natural (NBO) charge in e.
Element x y z (Å)
C  -1.25871  -2.23072  -1.47738  -0.6405
C  -2.74793  -2.07469  -1.51979  -0.0517
O  -3.10293  -1.04946  -2.54612  -0.7240
B  -4.38813  -0.73754  -2.60500  1.0882
O  -5.03684  0.29601  -2.03495  -0.8814
S  -5.52402  -1.87042  -3.67162  0.3610
C  -6.99085  -2.16428  -2.66183  -0.6266
C  -7.92497  -0.99419  -2.89357  0.4834
O  -8.06335  -0.48392  -3.95077  -0.4638
Cl  -8.75730  -0.50060  -1.48340  0.0619
H  -0.77000  -1.27431  -1.62323  0.2492
H  -0.97720  -2.58731  -0.49190  0.2572
H  -0.90127  -2.92172  -2.23263  0.2195
H  -3.23157  -3.01006  -1.79676  0.1648
H  -3.13489  -1.73261  -0.56453  0.1960
H  -5.52283  0.88737  -2.62579  0.5331
H  -4.94850  -3.07565  -3.67149  0.2034
H  -6.73499  -2.30711  -1.62205  0.2732
H  -7.47404  -3.05516  -3.05572  0.2956
C  0.40715  3.05533  -2.50881  -0.1951
C  1.25706  4.05097  -2.03975  -0.1858
C  2.56386  3.74649  -1.70336  -0.1494
C  3.02629  2.44364  -1.83071  -0.1436
C  2.16873  1.44012  -2.28609  -0.0625
C  0.86034  1.75385  -2.62986  -0.1812
C  2.62437  0.02405  -2.38610  0.5413
O  1.87012  -0.84982  -2.76408  -0.5452
C  4.02446  -0.28601  -1.97630  -0.1567
C  4.46035  -1.60383  -2.00882  -0.1542
C  5.75429  -1.91322  -1.62739  -0.1879
C  6.62082  -0.90770  -1.21369  -0.1831
C  6.19200  0.40778  -1.17362  -0.1753
C  4.89435  0.72378  -1.55129  -0.0692
C  4.44142  2.14340  -1.46513  0.5275
O  5.18614  3.01989  -1.08575  -0.5151
H  -0.61145  3.29887  -2.77954  0.2141
H  0.89840  5.06618  -1.93927  0.2235
H  3.23568  4.51192  -1.34214  0.2443
H  0.20844  0.97138  -2.99196  0.2274
H  3.77983  -2.37780  -2.33363  0.2373
H  6.09132  -2.94040  -1.65166  0.2239
H  7.63217  -1.15271  -0.91987  0.2257
H  6.85484  1.19721  -0.84890  0.2428
C  3.42730  1.72072  2.69621  -0.1811
C  3.14318  0.95876  1.56829  -0.1906
C  1.97289  0.22989  1.49580  -0.1800
C  1.07549  0.25156  2.55199  -0.0688
C  1.36013  1.00544  3.69183  -0.1422
C  2.53710  1.74118  3.75851  -0.1496
C  0.41658  1.02431  4.84592  0.5451
O  0.64319  1.68262  5.83534  -0.5074
C  -0.82607  0.19735  4.74158  -0.1396
C  -1.69794  0.16082  5.82073  -0.1497
C  -2.85670  -0.59200  5.74862  -0.1842
C  -3.15308  -1.30931  4.59494  -0.1936
C  -2.28724  -1.27724  3.51651  -0.1921
C  -1.11983  -0.52853  3.58423  -0.0605
C  -0.18448  -0.52397  2.42561  0.5368
O  -0.42405  -1.13007  1.39774  -0.5721
H  4.33983  2.29920  2.74351  0.2279
H  3.82533  0.92684  0.73309  0.2158
H  1.74391  -0.35959  0.61826  0.2322
H  2.74355  2.32722  4.64262  0.2431
H  -1.45740  0.72295  6.71167  0.2452
H  -3.53084  -0.62376  6.59346  0.2245
H  -4.05930  -1.89771  4.54337  0.2170
H  -2.50210  -1.83793  2.61786  0.2222

Forces on the atoms, in the same order (eV/Å):
C 0.1 -0.1 0.0
C 0.4 0.1 -0.3
O -0.5 -0.5 0.6
B 0.8 0.6 0.4
O 0.1 0.0 -0.6
S -0.4 -0.1 -1.0
C 0.1 -0.2 0.1
C 0.0 0.0 0.0
O 0.1 0.3 -0.4
Cl -0.4 0.1 0.5
H 0.1 0.2 0.0
H 0.1 -0.1 0.1
H 0.1 0.0 -0.1
H -0.2 -0.1 0.0
H -0.1 0.2 0.1
H -0.3 0.0 0.3
H 0.2 -0.1 0.3
H 0.0 0.0 0.2
H 0.0 -0.1 0.0
C 0.0 0.0 0.0
C 0.0 0.0 0.0
C -0.1 0.1 0.0
C 0.0 -0.1 0.0
C 0.1 0.0 0.0
C -0.1 0.1 0.0
C 0.0 0.0 0.0
O 0.0 0.0 0.0
C 0.0 0.1 0.0
C 0.1 -0.1 0.0
C 0.0 0.0 0.0
C 0.0 0.0 0.0
C 0.1 0.0 0.0
C -0.1 0.0 -0.1
C 0.0 0.0 0.0
O 0.0 0.0 0.0
H 0.0 0.0 0.0
H 0.0 0.0 0.0
H 0.1 0.0 0.0
H 0.0 -0.1 0.0
H -0.1 0.0 0.0
H 0.0 0.0 0.0
H 0.0 0.0 0.0
H 0.0 0.1 0.0
C -0.1 0.0 0.0
C 0.0 0.0 0.0
C 0.1 0.0 -0.1
C -0.1 0.0 0.1
C -0.1 -0.1 0.0
C 0.1 0.0 -0.1
C 0.0 0.0 0.0
O 0.0 0.0 0.0
C 0.1 0.0 -0.1
C -0.1 0.0 0.1
C 0.0 0.0 0.0
C 0.0 0.0 0.0
C -0.1 0.0 0.0
C 0.1 0.0 0.0
C 0.1 0.0 -0.1
O -0.3 -0.1 0.1
H 0.0 0.0 0.0
H 0.2 0.0 0.1
H -0.1 0.0 0.0
H 0.0 0.0 0.1
H 0.1 0.0 0.0
H 0.0 0.0 0.0
H 0.0 0.0 0.0
H 0.1 0.0 0.0